# 1
A 2-piece molecular cluster, C14H20BrFI2N2O6PS overall, computed with ωB97M-V/def2-TZVPD.

The geometry in XYZ format:
```
48
C14H20BrFI2N2O6PS, DFT ωB97M-V/def2-TZVPD
C 4.1848 1.1919 -0.7069
C 2.9305 1.5541 0.2637
I 3.7075 2.8983 1.8006
C 2.4270 0.1263 0.9187
I 3.7097 -0.2461 2.6182
C 0.8510 0.1531 1.1565
C -0.0125 -0.8017 0.1426
N 0.3716 -2.1785 0.5356
C 0.4138 -0.4227 -1.3893
P 1.2520 -1.7927 -2.3507
O 2.5180 -2.3845 -1.7333
O 1.6789 -1.1860 -3.9107
O 0.1868 -3.1134 -2.6535
C -1.6239 -0.6307 0.3829
C -2.3475 -1.7386 -0.5748
C -2.1736 0.8216 -0.1293
C -2.0005 2.0124 0.8313
C -2.5793 3.3946 0.3429
C -3.2171 3.2716 -1.0652
C -3.3021 1.9966 -1.9038
N -2.7975 0.7838 -1.4074
C -2.1170 -0.8565 1.8845
Br -2.2685 -2.7595 2.5018
O -1.4316 -0.1778 2.9428
S 0.2389 -0.2151 2.8539
O 0.6847 -1.5183 3.4453
O 0.7080 0.9366 3.7341
H 5.1082 1.7867 -0.3485
H 4.4884 0.0937 -0.6685
H 3.9816 1.4476 -1.8049
H 2.0993 2.0455 -0.3429
H 2.6621 -0.6642 0.1330
H 0.5444 1.2463 0.9213
H 0.0127 -2.9104 -0.0842
H 1.3875 -2.3285 0.5715
H -0.5010 -0.1184 -2.0334
H 1.1118 0.4928 -1.4401
H 0.9178 -1.4737 -4.4758
H 0.4603 -3.8324 -2.0428
H -2.0852 -2.8105 -0.3048
H -3.4880 -1.5789 -0.5386
H -2.0053 -1.6318 -1.6741
H -1.4941 2.0291 1.8458
H -2.5337 4.3482 0.9610
H -3.6702 4.2293 -1.5010
H -3.7939 2.0600 -2.9353
H -3.2064 -0.4684 1.9170
F 0.0112 -1.0811 5.3144
```

Results
charge = -1
2S+1 = 1

Mulliken charges in e:
1. C -0.80
2. C -0.43
3. I 0.14
4. C -0.98
5. I 0.21
6. C -0.02
7. C -0.25
8. N -0.23
9. C -0.04
10. P 0.67
11. O -0.70
12. O -0.56
13. O -0.55
14. C 0.91
15. C -1.40
16. C -0.04
17. C -0.33
18. C -0.62
19. C -0.29
20. C -0.33
21. N -0.31
22. C -0.53
23. Br -0.12
24. O -0.32
25. S 1.40
26. O -0.41
27. O -0.62
28. H 0.30
29. H 0.28
30. H 0.22
31. H 0.49
32. H 0.33
33. H -0.03
34. H 0.27
35. H 0.42
36. H 0.54
37. H 0.10
38. H 0.32
39. H 0.35
40. H 0.38
41. H 0.35
42. H 0.26
43. H 0.36
44. H 0.37
45. H 0.26
46. H 0.31
47. H 0.62
48. F -0.92

# 2
C6H10O as an isolated structure, computed with ωB97M-V/def2-TZVPD.

The geometry in XYZ format:
```
17
C6H10O, DFT ωB97M-V/def2-TZVPD
C -1.6874 0.0531 1.3472
C -1.8338 0.4259 -0.0978
C -0.9702 -0.7417 0.2911
C 0.5384 -0.6881 0.2086
C 1.2449 -0.0533 -1.0010
C 2.1016 0.6246 0.0681
O 1.1532 0.2755 1.0888
H -1.0667 0.7005 1.9585
H -2.5263 -0.4032 1.8636
H -2.7703 0.2027 -0.6031
H -1.3498 1.3396 -0.4359
H -1.3762 -1.7273 0.0693
H 0.9423 -1.6904 0.4222
H 1.7393 -0.7156 -1.7133
H 0.5957 0.6505 -1.5275
H 3.0684 0.1274 0.2319
H 2.2585 1.7057 0.0043
```

Results
relative energy (zero: lowest compared OMol25 entry of this formula, charge and spin) = 149.4 kJ/mol
2S+1 = 1

Mulliken charges in e:
1. C -0.58
2. C -0.64
3. C -0.24
4. C 0.05
5. C -0.62
6. C -0.35
7. O -0.49
8. H 0.21
9. H 0.27
10. H 0.28
11. H 0.24
12. H 0.42
13. H 0.42
14. H 0.31
15. H 0.20
16. H 0.24
17. H 0.27

# 3
An isolated molecule of C22H26ClN3O5S, computed with ωB97M-V/def2-TZVPD.

The geometry in XYZ format:
```
58
C22H26ClN3O5S, DFT ωB97M-V/def2-TZVPD
C -8.0356 -1.9954 -2.2905
O -7.7681 -1.1922 -1.1620
C -6.4852 -0.9402 -0.8241
C -5.3702 -1.4028 -1.5247
C -4.0996 -1.0784 -1.0843
C -3.9371 -0.3033 0.0459
S -2.2866 0.1225 0.5515
O -1.4114 -0.9962 0.3522
O -2.3394 0.6978 1.8766
N -1.8926 1.2972 -0.5582
C -0.7023 1.1440 -1.3770
C 0.2100 2.3685 -1.2934
C 0.2932 2.8998 0.1459
C 1.0916 1.8867 0.9666
O 2.2853 1.7543 0.7130
N 0.4918 1.2006 1.9424
C 1.2098 0.2747 2.8014
C 1.1358 -1.1879 2.3346
C 2.3837 -1.7835 1.6912
O 2.6659 -2.9511 1.8669
N 3.0913 -0.9235 0.9159
C 4.2444 -1.1732 0.1782
C 4.8696 -2.4168 0.1139
C 6.0115 -2.5720 -0.6498
C 6.5509 -1.5128 -1.3597
C 5.9206 -0.2812 -1.2883
Cl 6.5733 1.0607 -2.1679
C 4.7810 -0.0970 -0.5317
C -1.0997 3.3054 0.6550
C -2.2163 2.6495 -0.1722
C -5.0327 0.1603 0.7536
C -6.3022 -0.1553 0.3211
H -7.6158 -2.9988 -2.1760
H -9.1204 -2.0633 -2.3495
H -7.6513 -1.5388 -3.2073
H -5.4819 -2.0143 -2.4053
H -3.2236 -1.4340 -1.6027
H -1.0092 0.9786 -2.4179
H -0.1849 0.2474 -1.0298
H 1.2086 2.0966 -1.6368
H -0.1681 3.1602 -1.9425
H 0.9396 3.7847 0.1268
H -0.5173 1.1729 2.0262
H 2.2469 0.6151 2.8682
H 0.7571 0.3576 3.7919
H 0.3201 -1.2966 1.6129
H 0.8951 -1.8367 3.1777
H 2.7796 0.0498 0.8561
H 4.4569 -3.2465 0.6622
H 6.4919 -3.5378 -0.6940
H 7.4410 -1.6360 -1.9556
H 4.3044 0.8699 -0.4791
H -1.2202 3.0402 1.7047
H -1.2116 4.3885 0.5798
H -2.4071 3.2214 -1.0850
H -3.1409 2.6068 0.4042
H -4.8720 0.7488 1.6427
H -7.1768 0.1861 0.8510
```

Results
relative energy (zero: lowest compared OMol25 entry of this formula, charge and spin) = 10.7 kJ/mol
SMILES = COc1ccc(S(=O)(=O)N2CCC(C(=O)NCCC(=O)Nc3cccc(Cl)c3)CC2)cc1
2S+1 = 1

Mulliken charges in e:
1. C -0.83
2. O -0.43
3. C 0.90
4. C -0.53
5. C -0.92
6. C -0.51
7. S 1.90
8. O -0.90
9. O -0.87
10. N 0.20
11. C -0.74
12. C -1.16
13. C 0.36
14. C 0.06
15. O -0.80
16. N 0.08
17. C -1.22
18. C -0.08
19. C 0.53
20. O -0.70
21. N 0.20
22. C 0.64
23. C -0.68
24. C -0.52
25. C -0.56
26. C 0.23
27. Cl -0.25
28. C -0.80
29. C -0.98
30. C -0.97
31. C -0.07
32. C -0.87
33. H 0.34
34. H 0.24
35. H 0.34
36. H 0.39
37. H 0.44
38. H 0.42
39. H 0.47
40. H 0.46
41. H 0.42
42. H 0.60
43. H 0.04
44. H 0.69
45. H 0.43
46. H -0.04
47. H 0.36
48. H 0.04
49. H 0.50
50. H 0.39
51. H 0.42
52. H 0.65
53. H 0.38
54. H 0.44
55. H 0.51
56. H 0.40
57. H 0.51
58. H 0.44

# 4
C5H16N4 as an isolated structure, computed with ωB97M-V/def2-TZVPD.

The geometry in XYZ format:
```
25
C5H16N4, DFT ωB97M-V/def2-TZVPD
C -0.9636 0.3894 -0.2151
C 0.7623 -0.7337 1.8368
C 0.9258 -1.5758 -0.5945
C 1.8018 0.7158 -0.1465
C 0.8516 -0.3641 0.2483
N -1.1584 1.5620 0.2163
N -1.7212 -0.4681 -0.8990
N 1.3887 1.8920 0.6418
N -3.0871 -0.2007 -1.3163
H 0.3944 -0.0572 2.5560
H 0.1064 -1.6776 1.9022
H 1.8505 -1.0350 1.9275
H 0.7017 -1.4674 -1.6181
H 1.8728 -2.0645 -0.5242
H 0.1618 -2.2097 -0.2364
H 1.8187 0.7435 -1.3274
H 2.8239 0.4694 0.2752
H -1.8775 2.1551 0.1129
H -1.4901 -1.4433 -0.9325
H 0.3426 2.1412 0.4822
H 2.0053 2.7452 0.4456
H 1.4247 1.6036 1.6476
H -3.7130 -0.0079 -0.5933
H -2.8330 0.4045 -2.0716
H -3.4329 -1.2216 -1.6364
```

Results
charge = +2
relative energy (zero: lowest compared OMol25 entry of this formula, charge and spin) = 343.0 kJ/mol
2S+1 = 1

Mulliken charges in e:
1. C 0.66
2. C -1.35
3. C -2.27
4. C -0.85
5. C 1.11
6. N -0.62
7. N -0.16
8. N -0.20
9. N -0.33
10. H 0.48
11. H 0.35
12. H 0.44
13. H 0.51
14. H 0.43
15. H 0.55
16. H 0.33
17. H 0.42
18. H 0.08
19. H 0.19
20. H 0.28
21. H 0.40
22. H 0.39
23. H 0.34
24. H 0.38
25. H 0.44

Number 1: orbital gap 0.151 Eh, lowest unoccupied orbital energy 1.68 eV, E -5115.0317 Eh. Number 2: orbital gap 0.395 Eh, lowest unoccupied orbital energy 1.20 eV, E -309.7854 Eh. Number 3: orbital gap 0.309 Eh, lowest unoccupied orbital energy 0.35 eV, E -2252.8250 Eh. Number 4: orbital gap 0.362 Eh, lowest unoccupied orbital energy -7.30 eV, E -418.3757 Eh.